DFT (ωB97M-V/def2-TZVPD) results for C38H42GeO4PtSSi as an isolated structure.

Values from the calculation:
Frontier orbital gap: 5.1212 eV
Energy above the lowest of the compared OMol25 structures with the same formula, charge and spin: 5.0 kJ/mol
E: -126754.20550 eV
HOMO level: -0.813 eV

ORCA input file:
```
! wB97M-V def2-TZVPD RIJCOSX def2/J DEFGRID3
* xyz -2 1
Pt -1.71244 -0.20226 0.27059
C -2.02553 1.64264 0.17703
Ge -0.97044 2.87927 1.16446
C 0.98420 2.99269 0.77418
C 1.97875 2.73501 1.71389
C 3.32510 2.92012 1.41655
C 3.70686 3.37844 0.16455
C 2.73158 3.64786 -0.78692
C 1.39255 3.45709 -0.47907
C -0.98624 2.65693 3.13290
C -1.38419 3.65882 4.01697
C -1.40902 3.44151 5.38960
C -1.03876 2.20742 5.90287
C -0.65449 1.19255 5.03566
C -0.63226 1.41484 3.66633
C -1.44274 4.79401 0.85799
C -0.64433 5.83535 1.33621
C -0.97121 7.16475 1.10583
C -2.11009 7.48249 0.37772
C -2.91218 6.46358 -0.11478
C -2.57797 5.13552 0.12626
H -3.05351 2.02149 0.06926
H 1.70087 2.38308 2.70175
H 4.07782 2.69966 2.16498
H 4.75545 3.51964 -0.07165
H 3.01590 4.00480 -1.77079
H 0.64212 3.68538 -1.22769
H -1.68376 4.62644 3.62938
H -1.72520 4.23529 6.05826
H -1.06299 2.03142 6.97278
H -0.38966 0.21647 5.42508
H -0.38253 0.59727 2.99857
H 0.25646 5.59955 1.89473
H -0.33450 7.95469 1.48949
H -2.36779 8.51917 0.19136
H -3.79965 6.70329 -0.68970
H -3.20818 4.34412 -0.26519
O -3.99677 -1.50871 2.43951
C -2.81656 -1.58427 2.75209
O -1.77477 -1.17433 2.13464
H -2.52304 -2.08687 3.70893
C -1.00397 -5.11384 1.08988
C 0.30318 -4.39348 0.75356
C 1.40167 -5.41909 0.47997
C 0.71158 -3.52135 1.94616
Si -0.05626 -3.19083 -0.69159
O -1.26534 -2.24112 -0.35416
C -0.48374 -4.18620 -2.26607
C -1.68021 -3.81984 -2.89263
C -2.10161 -4.42588 -4.06881
C -1.33566 -5.42663 -4.64924
C -0.14716 -5.81319 -4.04485
C 0.26805 -5.19749 -2.87073
C 1.57204 -2.27108 -1.05593
C 1.72677 -0.99217 -0.51525
C 2.83791 -0.21141 -0.80158
C 3.83509 -0.70064 -1.63501
C 3.71254 -1.97462 -2.17327
C 2.59269 -2.74345 -1.88433
H -0.87371 -5.75645 1.97233
H -1.33689 -5.74533 0.25963
H -1.79520 -4.39193 1.29925
H 1.61124 -6.00216 1.38813
H 2.33607 -4.93766 0.17421
H 1.10858 -6.12683 -0.30010
H 0.81604 -4.13975 2.84946
H -0.03313 -2.74545 2.14010
H 1.67196 -3.02746 1.76593
H -2.27107 -3.03215 -2.43747
H -3.02634 -4.10727 -4.53597
H -1.65927 -5.90069 -5.56963
H 0.45969 -6.59399 -4.49185
H 1.20197 -5.52004 -2.42362
H 0.93000 -0.57917 0.10254
H 2.91604 0.78310 -0.38559
H 4.69996 -0.08860 -1.86903
H 4.48194 -2.36305 -2.83270
H 2.50376 -3.72087 -2.34605
C -0.36729 1.63963 -2.99165
S -1.06358 -0.00955 -2.94442
C 0.26490 -0.76449 -3.91577
O -2.23715 0.01376 -3.87725
H 0.62618 1.61002 -2.54319
H -1.01834 2.25615 -2.37408
H -0.33860 1.96401 -4.03267
H 1.20976 -0.65659 -3.38513
H 0.29318 -0.28053 -4.89428
H 0.02484 -1.82065 -4.02187
*
```